# 1
DFT (the ωB97M-V functional and the def2-TZVPD basis) results for a molecular structure, C27H26Br4N7O7PbS.

Last column: Mulliken charge in e.
CARTESIAN COORDINATES (ANGSTROEM)
Pb -0.1589 0.1599 0.4303  0.937
Br -4.4003 5.8976 2.0128  -0.207
C -2.8648 4.8325 1.7132  0.165
C -1.5984 5.3793 1.8175  0.204
Br -1.3581 7.2069 2.2435  -0.215
C -0.4815 4.5561 1.5921  0.042
Br 1.2861 5.2275 1.7672  -0.230
C -0.5955 3.2117 1.2516  -0.289
O 0.4349 2.4168 1.0642  -0.488
C -1.9139 2.6500 1.1102  0.218
O -2.0465 1.4012 0.7586  -0.723
C -3.0084 3.4773 1.3765  0.182
Br -4.7078 2.6514 1.2641  -0.150
N 3.2984 2.3203 0.6224  -0.162
C 3.8088 1.1004 0.7200  0.266
N 5.1469 0.9764 0.6670  -0.768
C 5.5959 -0.2642 0.7614  0.436
N 6.9366 -0.4462 0.7104  -0.361
N 4.8491 -1.3708 0.9172  -0.723
C 3.5415 -1.1324 0.9684  -0.258
N 2.9486 0.0516 0.8662  0.060
C 2.6716 -2.3525 1.0933  0.928
C 3.1452 -3.5788 0.6415  -0.919
C 2.3165 -4.6848 0.7337  -0.315
C 1.0523 -4.5328 1.2764  -0.867
C 0.6656 -3.2713 1.6988  -0.364
N 1.4546 -2.2007 1.6151  0.165
H 3.9414 3.0876 0.5743  0.233
H 2.2941 2.4999 0.7920  0.227
H 7.5251 0.3395 0.5072  0.247
H 7.2959 -1.3811 0.6954  0.235
H 4.1405 -3.6396 0.2268  0.460
H 2.6493 -5.6502 0.3733  0.414
H 0.3629 -5.3636 1.3465  0.417
H -0.3342 -3.1004 2.0833  0.582
C -1.4853 -0.3979 4.8895  -0.967
O -1.2836 -0.4294 3.4506  -0.052
C -0.2731 0.1040 2.8683  0.320
C 0.7821 0.7831 3.6505  -0.771
H -1.5686 0.6309 5.2290  0.393
H -0.6681 -0.9090 5.3923  0.377
H -2.4188 -0.9232 5.0489  0.233
H 0.6871 0.7968 4.7373  0.564
H 0.8364 1.8012 3.2440  0.108
H 1.7206 0.3138 3.3454  0.123
C -2.7265 3.3555 -2.6517  -1.134
C -2.5297 1.9596 -3.1766  0.947
C -1.6347 1.7021 -4.2086  -0.714
C -1.4450 0.4118 -4.6868  -0.297
C -2.1729 -0.6293 -4.1370  -0.204
C -3.0780 -0.3959 -3.1049  -0.385
C -3.2434 0.8914 -2.6270  -0.369
S -1.8845 -2.2909 -4.6899  1.371
O -0.7442 -2.2450 -5.5660  -0.752
O -3.1319 -2.8285 -5.1521  -0.743
N -1.4654 -3.1411 -3.3656  -0.397
C -0.3128 -2.6462 -2.5827  -0.417
C -0.3815 -3.2071 -1.1616  0.592
C -1.6711 -2.7632 -0.4395  0.439
O -2.7415 -3.2453 -0.8656  -0.857
O -1.5457 -1.9213 0.5047  -0.487
H -1.9822 4.0390 -3.0600  0.335
H -2.6513 3.3796 -1.5647  0.094
H -3.7167 3.7314 -2.9206  0.342
H -1.0582 2.5189 -4.6290  0.297
H -0.7271 0.1993 -5.4687  0.482
H -3.6105 -1.2228 -2.6448  0.372
H -3.9127 1.0698 -1.7917  0.251
H -2.2671 -3.2991 -2.7329  0.427
H -0.3163 -1.5518 -2.5212  0.103
H 0.6070 -2.9408 -3.0857  0.347
H 0.4983 -2.8768 -0.6060  -0.770
H -0.3762 -4.2981 -1.2119  0.419

Forces on the atoms, in the same order (eV/Å):
-0.191 0.101 -0.290
0.009 -0.015 0.002
0.045 0.000 0.003
-0.002 -0.075 -0.050
-0.001 -0.015 0.007
-0.021 -0.010 0.058
0.003 -0.034 -0.010
0.243 -0.200 -0.041
-0.005 0.207 -0.055
-0.039 -0.029 0.033
0.056 0.058 -0.006
0.038 -0.052 -0.023
0.010 0.021 -0.056
-0.680 0.170 0.163
0.018 -0.517 0.137
-0.126 0.121 -0.059
0.027 -0.114 -0.015
-0.032 0.037 0.050
-0.051 0.084 0.018
-0.080 0.073 -0.210
0.292 0.022 0.209
-0.018 0.088 0.016
0.038 -0.008 -0.017
-0.012 -0.023 0.022
0.151 -0.086 0.128
0.038 0.013 0.452
-0.005 0.036 0.060
0.035 0.069 -0.011
0.266 -0.097 -0.131
-0.008 -0.015 -0.012
0.010 -0.015 -0.013
-0.016 -0.007 0.004
0.008 0.011 -0.001
0.005 0.020 0.014
0.130 0.010 0.007
0.038 0.028 -0.081
0.142 0.051 -0.087
0.002 -0.112 0.113
-0.135 0.027 0.087
-0.001 0.026 -0.002
0.009 -0.012 0.005
-0.041 -0.023 -0.002
0.002 -0.017 -0.070
0.014 -0.049 0.008
0.062 -0.007 -0.030
-0.001 -0.017 -0.016
0.000 -0.003 0.013
-0.001 0.005 0.013
0.032 -0.029 -0.006
0.085 -0.003 0.058
0.070 -0.090 0.066
-0.043 0.023 0.065
-0.015 0.026 -0.018
0.006 -0.003 0.038
-0.028 -0.079 0.005
0.010 0.209 0.361
-0.291 -0.038 -0.051
-0.028 -0.002 -0.225
-0.299 0.103 -0.227
0.459 0.192 0.163
-0.219 -0.060 -0.076
-0.004 -0.002 -0.008
-0.019 -0.021 0.067
0.019 -0.002 0.027
-0.023 -0.016 -0.004
-0.028 0.015 0.029
0.013 0.061 -0.027
0.045 0.003 -0.029
0.121 -0.044 -0.159
-0.020 0.070 -0.070
0.028 -0.064 0.025
-0.130 0.033 -0.339
0.033 -0.009 0.001

Computed properties:
E_LUMO, eV: 1.95
ΔE to the lowest compared entry with this formula, charge and spin, kcal per mole: 4.3
E, eV: -349441.1927
Strongest force on any atom, eV/A: 0.7
HOMO, eV: -4.7
Net charge: -1

# 2
DFT (the ωB97M-V functional and the def2-TZVPD basis) results for a molecular structure, C27H26BrMoNPSe2.

Last column: Mulliken charge in e.
CARTESIAN COORDINATES (ANGSTROEM)
Mo 0.1137 1.2200 -0.9188  -1.397
C 1.2809 3.6819 -2.3445  -1.140
N 1.0122 3.3863 -0.9307  0.500
C 2.2419 3.6535 -0.1741  -1.215
C -0.0371 4.3091 -0.4498  -1.144
C -1.4057 3.7358 -0.6884  1.259
C -2.4735 4.5646 -0.9914  -0.788
C -3.7492 4.0322 -1.0944  -0.537
C -3.9433 2.6799 -0.8664  -0.847
C -2.8695 1.8573 -0.5670  -0.108
C -1.5561 2.3473 -0.4836  0.291
H 1.5704 4.7335 -2.4717  0.422
H 0.3840 3.4958 -2.9480  0.321
H 2.1107 3.0695 -2.7106  0.368
H 2.5386 4.7035 -0.2704  0.376
H 3.0616 3.0377 -0.5460  0.319
H 2.0786 3.4230 0.8790  0.419
H 0.0718 5.2962 -0.9206  0.422
H 0.0855 4.4415 0.6317  0.440
H -2.3035 5.6229 -1.1419  0.410
H -4.5838 4.6697 -1.3410  0.402
H -4.9321 2.2513 -0.9201  0.423
H -3.0636 0.8053 -0.3650  0.387
Se -0.9007 -0.9034 -1.2723  -0.128
P 0.0386 -2.5448 0.0943  0.469
Se 2.1391 -2.6151 -0.0791  -0.190
C -0.5862 -2.1068 1.7505  0.475
C 0.2717 -1.4219 2.6008  -0.095
C -0.1281 -1.1368 3.8922  -0.763
C -1.3840 -1.5295 4.3280  -0.463
C -2.2478 -2.1909 3.4674  -0.692
C -1.8561 -2.4848 2.1724  -0.462
C -0.7215 -4.1284 -0.3835  0.937
C -0.0900 -5.2797 0.0803  -0.586
C -0.6007 -6.5193 -0.2569  -0.702
C -1.7318 -6.6101 -1.0532  -0.439
C -2.3655 -5.4626 -1.5025  -0.743
C -1.8631 -4.2173 -1.1671  -0.239
H 1.2552 -1.1468 2.2433  0.274
H 0.5452 -0.6296 4.5664  0.437
H -1.6866 -1.3290 5.3446  0.411
H -3.2254 -2.4896 3.8142  0.418
H -2.5265 -3.0063 1.5015  0.413
H 0.7963 -5.2069 0.6965  0.368
H -0.1115 -7.4150 0.0950  0.405
H -2.1238 -7.5787 -1.3202  0.391
H -3.2486 -5.5339 -2.1205  0.413
H -2.3479 -3.3125 -1.5126  0.245
Br 6.4731 0.3894 -0.9674  -0.125
C 4.6120 0.4544 -0.5969  -0.153
C 4.1621 0.5658 0.7171  -0.684
C 2.8082 0.6774 0.9761  -0.658
C 1.8931 0.6797 -0.0726  0.991
C 2.3687 0.5229 -1.3781  0.498
C 3.7161 0.4108 -1.6594  -0.879
H 4.8764 0.5794 1.5239  0.527
H 2.4606 0.7797 1.9957  0.665
H 1.6208 0.4397 -2.2139  0.539
H 4.0754 0.2853 -2.6689  0.543

Forces on the atoms, in the same order (eV/Å):
0.908 0.188 0.359
0.033 0.014 -0.611
-0.074 0.183 0.009
0.402 -0.077 0.288
-0.464 0.247 0.166
0.468 0.043 0.197
0.036 -0.125 0.007
0.058 -0.034 0.014
0.022 -0.003 0.038
-0.056 -0.532 0.219
-0.463 0.380 -0.139
-0.064 -0.103 0.050
0.158 0.036 0.070
-0.197 -0.016 0.066
-0.134 -0.001 -0.029
-0.100 0.017 0.001
0.038 0.044 -0.091
0.089 -0.147 0.107
0.081 -0.029 -0.170
-0.020 0.031 -0.011
-0.089 0.058 -0.018
-0.108 -0.001 -0.010
0.051 0.212 -0.124
-0.147 -0.706 -0.048
0.395 -0.043 0.323
-0.441 -0.038 -0.016
0.244 -0.124 -0.465
0.043 -0.005 -0.067
-0.023 0.037 0.079
-0.010 -0.005 -0.018
-0.087 -0.001 0.044
0.048 0.048 -0.071
0.005 0.526 0.011
0.071 -0.017 0.084
-0.018 0.014 0.012
-0.070 0.037 -0.010
-0.092 -0.043 -0.060
0.013 0.203 0.051
0.033 -0.083 0.058
0.052 0.062 0.065
-0.049 0.031 0.073
-0.082 -0.035 0.013
-0.004 -0.076 0.011
0.032 0.021 -0.048
0.035 -0.053 0.036
-0.042 -0.108 -0.043
-0.044 -0.022 -0.029
-0.056 -0.084 -0.080
-0.410 -0.047 0.144
0.022 -0.018 -0.489
-0.201 0.040 0.030
-0.097 0.064 0.192
-0.299 0.013 -0.510
-0.796 0.071 0.282
0.581 0.073 -0.065
0.078 0.002 0.114
0.062 0.035 0.050
0.650 -0.131 0.038
0.028 -0.020 -0.078

Computed properties:
Multiplicity: 3
E_LUMO (spin up / spin down), eV: -5.16 / -4.32
ΔE to the lowest compared entry with this formula, charge and spin, kcal per mole: 65.0
E, eV: -241783.1862
Strongest force on any atom, eV/A: 1.0
HOMO (spin up / spin down), eV: -10.6 / -10.8
Net charge: +1
<S²>: 2.09

# 3
DFT (the ωB97M-V functional and the def2-TZVPD basis) results for a molecular structure, C27H26BrNPPt.

Last column: Mulliken charge in e.
CARTESIAN COORDINATES (ANGSTROEM)
Pt 0.5369 -0.3235 -0.5628  0.149
C 5.4400 1.0152 1.4869  -1.753
C 5.2988 -0.0090 0.3866  0.888
C 6.4438 -0.6735 -0.0499  -0.919
C 6.4045 -1.6331 -1.0490  -0.711
C 5.2017 -1.9568 -1.6595  -0.855
C 4.0492 -1.3143 -1.2450  -0.761
C 4.0880 -0.3525 -0.2334  1.210
P 2.5259 0.3870 0.2350  1.175
C 2.3943 0.3691 2.0386  1.177
C 2.2023 1.5702 2.7168  -0.394
C 2.0243 1.5829 4.0911  -0.864
C 2.0425 0.3858 4.7901  -0.811
C 2.2412 -0.8102 4.1158  -0.779
C 2.4163 -0.8468 2.7373  0.488
C 2.6341 -2.1694 2.0495  -1.306
C 2.5346 2.1151 -0.3454  0.732
C 3.6083 2.8228 -0.8503  -0.930
C 3.3771 4.0078 -1.5506  -0.908
C 2.0781 4.4342 -1.7658  -0.616
C 0.9988 3.6931 -1.2728  -0.923
C 1.2317 2.5411 -0.5555  0.600
C 0.1713 1.6181 -0.0156  -1.190
H 6.4225 1.4834 1.4295  0.528
H 5.3540 0.5438 2.4687  0.352
H 4.6929 1.8026 1.4390  0.252
H 7.3921 -0.4208 0.4099  0.489
H 7.3191 -2.1233 -1.3572  0.415
H 5.1637 -2.6972 -2.4475  0.454
H 3.0999 -1.5518 -1.7135  0.369
H 2.2115 2.5060 2.1685  0.402
H 1.8802 2.5214 4.6096  0.459
H 1.9038 0.3811 5.8633  0.414
H 2.2612 -1.7407 4.6710  0.449
H 2.3907 -2.9933 2.7195  0.503
H 3.6731 -2.2889 1.7338  0.268
H 2.0089 -2.2628 1.1573  0.029
H 4.6201 2.4556 -0.7328  0.351
H 4.2107 4.5694 -1.9496  0.449
H 1.8938 5.3347 -2.3371  0.406
H -0.0193 4.0191 -1.4518  0.462
H -0.8344 1.8799 -0.3426  0.618
H 0.2188 1.5222 1.0685  0.367
C 0.9796 -6.0158 -0.6659  -1.435
C 0.0830 -4.8124 -0.5588  0.624
C -1.2399 -4.9093 -0.1289  -0.346
C -2.0372 -3.7815 -0.0394  -0.570
C -1.4573 -2.5777 -0.3768  0.459
Br -2.3743 -0.9342 -0.3182  -0.137
N -0.2099 -2.4428 -0.7701  -0.433
C 0.5489 -3.5478 -0.8749  -0.264
H 0.4133 -6.9011 -0.9512  0.413
H 1.4594 -6.2234 0.2926  0.293
H 1.7654 -5.8587 -1.4038  0.384
H -1.6520 -5.8761 0.1355  0.449
H -3.0697 -3.8292 0.2737  0.426
H 1.5602 -3.4002 -1.2316  0.403

Forces on the atoms, in the same order (eV/Å):
-0.448 0.090 0.727
-0.002 -0.109 -0.027
0.061 -0.040 -0.049
0.035 0.030 0.016
0.014 0.000 0.004
-0.009 0.012 0.028
0.052 -0.006 -0.025
-0.084 -0.348 -0.130
-0.650 0.515 -0.219
0.125 -0.075 0.054
0.056 0.038 0.053
0.031 -0.007 -0.015
0.007 0.015 -0.008
0.003 -0.008 0.030
0.011 -0.037 0.007
0.008 0.009 0.013
0.407 -0.464 -0.237
0.149 0.166 0.070
-0.012 -0.110 0.085
-0.154 -0.123 0.080
0.013 0.411 0.001
-0.559 -0.125 0.234
0.635 -0.180 -0.474
-0.006 -0.021 0.008
-0.028 0.000 -0.007
-0.023 0.011 0.003
-0.003 -0.012 -0.017
-0.010 0.010 0.011
0.006 0.018 0.004
-0.002 0.049 0.004
-0.035 -0.018 0.009
-0.009 -0.013 -0.006
0.006 0.000 -0.006
-0.012 0.015 -0.008
-0.005 0.019 -0.001
-0.012 0.007 0.002
0.012 0.007 0.028
-0.006 0.000 -0.047
-0.006 -0.010 -0.007
-0.006 -0.009 0.013
0.042 0.021 -0.035
-0.022 -0.080 -0.061
-0.289 0.461 0.134
-0.040 0.063 0.023
0.029 -0.085 -0.037
0.004 -0.023 0.032
-0.062 -0.051 -0.030
-0.142 0.080 0.018
-0.050 0.188 0.007
1.154 -0.355 -0.254
-0.175 0.019 -0.015
0.002 0.015 -0.005
-0.019 0.005 -0.005
-0.017 0.006 0.010
0.006 0.018 -0.028
0.013 -0.010 0.005
0.013 0.026 0.042

Computed properties:
E_LUMO, eV: -3.37
ΔE to the lowest compared entry with this formula, charge and spin, kcal per mole: 4.1
E, eV: -112484.4342
Strongest force on any atom, eV/A: 1.2
HOMO, eV: -11.2
Net charge: +1

# 4
DFT (the ωB97M-V functional and the def2-TZVPD basis) results for a molecular structure, C27H26Cl2NReS.

Last column: Mulliken charge in e.
CARTESIAN COORDINATES (ANGSTROEM)
Re -0.3551 0.3459 0.5510  0.501
C -0.1279 -0.3537 -2.8309  0.680
C -1.4337 -0.1246 -2.4672  0.206
C -1.4901 1.0099 -1.5693  0.359
C -0.1408 1.4720 -1.3355  2.594
C 0.6841 0.6042 -2.1460  0.202
C 2.1408 0.7577 -2.3333  -1.926
C 0.2569 2.9339 -1.2343  -1.907
C -2.7549 1.7378 -1.2631  -1.963
C -2.6343 -0.8617 -2.9537  -1.706
C 0.3629 -1.4159 -3.7588  -1.765
H 2.6328 -0.1931 -2.5336  0.442
H 2.6207 1.2372 -1.4816  0.290
H 2.3180 1.3989 -3.2045  0.427
H -0.4166 3.5060 -0.5988  0.437
H 0.2564 3.4031 -2.2221  0.411
H 1.2560 3.0446 -0.8121  0.371
H -3.4490 1.1430 -0.6658  0.383
H -3.2692 1.9658 -2.2020  0.428
H -2.5763 2.6656 -0.7303  0.383
H -3.4176 -0.9129 -2.1963  0.385
H -2.3850 -1.8743 -3.2713  0.399
H -3.0666 -0.3531 -3.8201  0.412
H 1.4364 -1.5706 -3.6697  0.352
H 0.1605 -1.1517 -4.7988  0.336
H -0.1245 -2.3742 -3.5723  0.375
Cl -1.1805 -0.8416 2.4777  -0.231
C -1.6286 0.4309 3.6633  1.069
C -2.0273 -0.0068 4.9079  -0.925
C -2.3764 0.9647 5.8340  -0.357
C -2.3137 2.3067 5.4849  -0.800
C -1.9055 2.6837 4.2162  0.222
Cl -1.8459 4.3745 3.8448  -0.195
C -1.5423 1.7434 3.2458  -0.064
S -1.0494 2.2392 1.6062  -0.275
H -2.0633 -1.0611 5.1408  0.459
H -2.6960 0.6773 6.8256  0.398
H -2.5820 3.0746 6.1963  0.437
C -0.5946 -3.8450 -1.0077  -1.236
C 0.7321 -4.2559 -0.9626  -0.519
C 1.6956 -3.3708 -0.5252  -1.063
C 1.3236 -2.0850 -0.1399  0.836
N 0.0394 -1.6775 -0.2412  0.455
C -0.8937 -2.5495 -0.6465  -0.187
C 2.2279 -1.0726 0.4183  0.980
C 3.5922 -1.2802 0.5946  -0.801
C 4.3774 -0.2719 1.1286  -0.839
C 3.8009 0.9380 1.4976  -0.750
C 2.4404 1.1529 1.3334  -0.951
C 1.6303 0.1487 0.7847  0.433
H -1.3896 -4.5087 -1.3166  0.465
H 1.0059 -5.2611 -1.2534  0.454
H 2.7298 -3.6751 -0.4599  0.454
H -1.9101 -2.1788 -0.6640  0.693
H 4.0588 -2.2181 0.3224  0.402
H 5.4387 -0.4301 1.2635  0.424
H 4.4194 1.7194 1.9205  0.439
H 2.0029 2.0962 1.6304  0.465

Forces on the atoms, in the same order (eV/Å):
-1.140 -0.083 -0.873
0.590 0.399 0.164
-0.245 0.294 0.172
0.441 -0.661 1.115
0.193 0.571 -0.713
-0.318 -0.462 -0.141
0.155 0.057 0.022
-0.089 0.007 0.076
-0.333 0.040 -0.173
-0.007 -0.033 -0.005
0.003 -0.071 -0.028
0.025 -0.028 0.022
-0.013 -0.012 0.030
-0.016 -0.007 -0.007
-0.048 -0.020 -0.031
0.004 -0.033 0.005
0.022 -0.040 -0.002
-0.012 0.020 0.000
-0.010 0.056 0.023
0.021 0.056 0.018
0.007 0.019 0.007
0.008 0.002 -0.001
0.008 0.031 0.003
0.025 0.002 0.015
0.002 0.003 -0.006
-0.026 -0.022 0.024
-0.010 0.357 0.308
0.124 -0.505 -0.354
-0.027 0.189 0.049
0.021 -0.007 -0.061
0.000 -0.094 0.007
-0.008 0.239 -0.017
0.007 -0.105 -0.014
0.045 0.049 -0.019
-0.066 -0.082 0.214
-0.003 -0.004 0.017
-0.002 0.000 0.002
0.005 0.001 0.003
-0.040 0.021 -0.027
-0.043 -0.038 -0.026
-0.032 0.070 0.050
-0.011 0.020 -0.062
0.097 -0.057 0.118
0.031 0.083 0.069
0.032 -0.127 -0.043
0.010 0.075 0.022
-0.033 0.018 0.011
0.039 0.043 0.034
-0.022 -0.104 -0.059
0.657 -0.103 0.112
0.033 -0.022 -0.010
-0.001 0.000 0.002
-0.005 0.002 -0.002
-0.004 -0.026 -0.029
-0.045 -0.003 -0.019
0.001 0.005 -0.001
-0.014 0.001 0.001
0.017 0.019 0.007

Computed properties:
Multiplicity: 2
E_LUMO (spin up / spin down), eV: -4.51 / -3.91
ΔE to the lowest compared entry with this formula, charge and spin, kcal per mole: 57.4
E, eV: -67915.5938
Strongest force on any atom, eV/A: 1.4
HOMO (spin up / spin down), eV: -10.7 / -10.7
Net charge: +1
<S²>: 0.98

Question: net charge of number 2 (C27H26BrMoNPSe2)?
Answer: +1